Record 1
Computed, not measured: a structure of composition C5H10CaO3 in a non-equilibrium geometry, with wB97M-V/def2-TZVPD.

```
19
Properties=species:S:1:pos:R:3:forces:R:3:mulliken_charge:R:1
O -0.646612 0.246325 -3.527621 0.0474 0.2444 0.1137 -1.247
C 0.062495 -2.950886 -1.158557 0.1594 0.0866 0.1914 -0.827
C 0.129617 -2.336753 0.024433 -1.6148 -0.0139 -0.7160 0.159
O 0.770781 -1.140970 0.149246 0.8760 0.0664 0.7930 -0.372
C 0.607674 -0.430972 1.383039 0.4190 -0.1275 0.0793 -0.603
C 0.629563 1.042409 1.056241 -0.0654 0.2670 0.0453 -0.420
O -0.353157 1.277957 0.045822 0.1476 1.4272 1.9993 -0.336
C -0.756219 2.642723 -0.071340 -0.0006 0.3547 0.1357 -0.778
Ca -0.395406 0.029260 -1.666382 -0.3735 -1.9720 -2.5852 1.150
H 0.782841 -2.739841 -1.952018 -0.4383 0.1394 0.0389 0.345
H -0.778181 -3.613964 -1.358479 0.6610 -0.3140 0.2085 0.265
H -0.561743 -2.572920 0.838305 0.2448 0.0209 -0.1121 0.265
H 1.449942 -0.691057 2.034379 -0.2244 0.1380 0.1060 0.314
H -0.340318 -0.678667 1.880699 0.1624 -0.1561 -0.2643 0.400
H 1.617105 1.361771 0.692047 -0.1829 -0.0351 0.0765 0.347
H 0.371193 1.616167 1.956711 0.1493 -0.0856 -0.1006 0.416
H -1.434949 2.709351 -0.927843 0.1743 -0.0005 0.1577 0.268
H -1.274814 2.948692 0.846380 0.0840 0.0388 -0.1861 0.316
H 0.120187 3.281375 -0.245061 -0.2255 -0.0787 0.0191 0.339
```
Positions in Å, forces in eV/Å.

Results
Relative energy (zero: lowest compared OMol25 entry of this formula, charge and spin)   3.9835 eV
E_LUMO   -0.05 eV
HOMO-LUMO gap   5.37 eV



Record 2
Computed, not measured: a structure of composition Cu4N3O9 in a non-equilibrium geometry, with wB97M-V/def2-TZVPD.

```
16
Properties=species:S:1:pos:R:3:forces:R:3:mulliken_charge:R:1
Cu -11.353919 7.933469 -13.079092 -0.7214 -0.6176 0.7394 0.975
Cu -7.257634 7.406475 -17.217953 1.0038 -0.1894 -0.1462 1.068
Cu -12.011064 8.814746 -17.964523 -0.1269 -0.1029 -0.1891 1.466
Cu -9.836532 11.849487 -14.213997 0.2845 0.5059 1.3026 1.194
N -5.112968 8.613951 -14.675005 -0.0483 1.6965 1.8074 0.940
O -4.307477 7.703800 -14.157835 -0.5242 0.9431 -0.5403 0.171
O -5.474497 8.345465 -15.910965 0.1157 -0.0228 0.2225 -0.100
O -5.470654 9.616433 -14.093382 1.2475 -2.9701 -1.6887 -0.164
N -8.449717 10.533504 -11.338456 0.5924 1.0494 -1.2482 1.137
O -8.727289 10.085006 -10.306325 -2.1922 -1.7424 4.9814 -0.044
O -9.307802 10.873245 -12.168987 -2.3871 1.2064 -2.3375 -0.237
O -7.282036 10.440464 -11.540144 3.8762 0.3004 -1.3195 -0.166
N -9.498174 8.988905 -15.561585 0.6381 -0.5483 -2.4451 1.419
O -10.012712 9.432973 -14.600205 -2.3963 2.4643 4.5515 -0.718
O -8.319889 8.842139 -15.651341 1.6992 -1.0017 -0.9793 -0.505
O -10.260310 8.711864 -16.520885 -1.0609 -0.9709 -2.7110 -0.433
```
Positions in Å, forces in eV/Å.

Results
2S+1   6
E_LUMO (spin up / spin down)   -23.11 / -27.45 eV
HOMO-LUMO gap (spin up / spin down)   8.52 / 4.17 eV
⟨S²⟩   8.808
Total charge   +6



Record 3
Computed, not measured: an isolated molecule of C21H27FN4O2, with wB97M-V/def2-TZVPD.

```
55
Properties=species:S:1:pos:R:3:forces:R:3:mulliken_charge:R:1
C -3.620480 -2.957080 -0.436608 0.0578 0.2371 -0.1692 -1.244
C -3.189331 -1.548474 -0.846178 0.0917 -0.3915 0.0540 -0.633
N -3.079633 -0.657627 0.291285 -0.4026 0.1783 -0.0953 0.474
C -4.267220 0.100999 0.635085 -0.0128 0.3451 0.0686 -1.007
C -4.457594 1.323341 -0.282022 -0.2901 -0.4811 0.3021 -0.827
N -3.297921 2.165113 -0.259002 0.3436 0.0889 -0.4232 0.984
C -2.213356 2.079523 -1.056847 0.1435 0.1574 -0.0480 -0.126
C -1.308187 3.007532 -0.599669 0.0181 -0.1139 -0.1059 -0.703
C -1.947100 3.604060 0.496711 0.0674 -0.1267 -0.1605 -0.427
N -3.141133 3.082832 0.686245 -0.5388 0.2723 0.6905 -1.138
C -2.017970 -0.578153 1.138610 0.2262 -0.2892 -0.1301 -0.155
O -2.057171 0.106450 2.140723 0.1472 0.2139 0.2818 -0.666
C -0.735886 -1.316764 0.758113 -0.0730 0.2358 0.1891 1.189
C 0.012103 -1.791373 2.014814 -0.0549 0.0118 0.0892 -1.088
C 1.505776 -1.447550 1.972760 0.0623 -0.1974 0.0570 -0.973
C 2.109860 -1.594963 0.594364 0.0105 -0.0879 0.3552 0.858
O 3.138868 -2.196781 0.360623 0.3034 -0.1846 0.0323 -0.686
N 1.386089 -0.968801 -0.367347 -0.1188 -0.0274 -0.2946 0.534
C 1.881318 -0.887214 -1.718865 0.1827 0.0446 -0.2211 -1.124
C 2.495553 0.492886 -2.015808 -0.0237 -0.3088 0.1155 -0.925
C 3.619771 0.747857 -1.054397 0.0939 0.1473 -0.0532 0.606
C 4.881291 0.214128 -1.285822 -0.0072 0.0392 -0.0512 -0.540
C 5.896355 0.368307 -0.359969 -0.0475 -0.0140 -0.0407 -0.586
C 5.671865 1.057461 0.819159 -0.1219 0.1201 0.1805 -0.596
C 4.415217 1.587562 1.035862 0.0558 -0.0636 -0.0441 0.161
F 4.173471 2.264824 2.180874 0.0281 -0.0547 -0.0877 -0.342
C 3.388931 1.446753 0.121677 0.0935 0.0520 0.1174 -0.191
C 0.149303 -0.322225 -0.012373 -0.2772 -0.0702 0.1186 -1.154
H -4.584112 -2.927154 0.065516 -0.1030 -0.0219 0.0568 0.335
H -3.707449 -3.589912 -1.315831 -0.0351 -0.1343 -0.0670 0.409
H -2.898470 -3.400420 0.244049 0.0838 -0.0581 0.0588 0.270
H -3.937354 -1.130315 -1.524322 0.1232 0.0364 -0.0194 0.443
H -2.243529 -1.586247 -1.390355 -0.0682 0.0572 -0.0438 0.310
H -4.133520 0.453632 1.660356 -0.1446 -0.0778 -0.1614 0.538
H -5.150956 -0.539414 0.578515 -0.0143 0.0023 0.0103 0.351
H -4.645129 1.013876 -1.314322 0.0125 0.1012 0.0787 0.386
H -5.308254 1.903467 0.081424 0.0666 -0.0246 -0.1399 0.380
H -2.179405 1.401347 -1.887033 -0.0155 -0.1427 -0.1460 0.560
H -0.339437 3.233818 -0.996652 0.1781 0.0171 -0.1232 0.438
H -1.586641 4.383052 1.137705 0.0335 0.1640 0.1614 0.463
H -0.932738 -2.171755 0.112005 -0.0048 0.0754 -0.0604 0.381
H -0.431770 -1.312136 2.889526 0.0247 -0.0986 -0.0825 0.400
H -0.107954 -2.870490 2.121218 -0.0059 0.0075 0.0112 0.328
H 1.652253 -0.407948 2.276404 0.0108 0.0417 0.0284 0.349
H 2.062203 -2.079025 2.664734 0.0515 0.0934 -0.0944 0.372
H 2.651827 -1.655955 -1.815024 -0.1354 0.0662 -0.0756 0.606
H 1.068345 -1.097188 -2.422152 0.0312 -0.0335 0.0363 0.413
H 2.861101 0.496639 -3.043625 -0.0393 0.0665 -0.0375 0.537
H 1.727560 1.262160 -1.914652 -0.0144 0.0618 -0.0654 0.146
H 5.065698 -0.335532 -2.196616 0.0183 -0.0819 -0.1105 0.421
H 6.869038 -0.058130 -0.551163 0.0908 -0.0359 -0.0110 0.382
H 6.444601 1.181894 1.560614 0.0649 0.0359 0.0865 0.460
H 2.424579 1.882587 0.335825 -0.1309 0.0662 0.0381 0.476
H -0.347487 0.007484 -0.927167 0.0649 0.0380 0.0526 0.078
H 0.314206 0.559048 0.619004 -0.1006 0.0458 -0.1079 0.095
```
Positions in Å, forces in eV/Å.

Results
Relative energy (zero: lowest compared OMol25 entry of this formula, charge and spin)   0.9762 eV
Structure (SMILES)   CCN(CCn1cccn1)C(=O)[C@@H]1CCC(=O)N(CCc2cccc(F)c2)C1
E_LUMO   0.41 eV
HOMO-LUMO gap   9.25 eV



Record 4
Computed, not measured: a structure of composition C37H42BeF3N6OSe in a non-equilibrium geometry, with wB97M-V/def2-TZVPD.

```
91
Properties=species:S:1:pos:R:3:forces:R:3:mulliken_charge:R:1
Be 0.155669 2.831132 -2.354042 -0.0327 -0.0220 -0.2799 -0.705
N -0.099864 2.936217 -4.053076 0.5745 -0.7094 -0.4297 -0.413
H 0.799285 2.956485 -4.546607 -0.0482 0.1830 0.3808 0.336
H -0.649837 3.674812 -4.456857 -0.4115 0.3373 -0.1182 0.318
H -0.492001 2.046551 -4.378300 -0.2193 0.1776 0.1463 0.340
C -1.850795 7.947460 2.534448 -0.1710 0.0742 -0.1237 -1.455
C -2.881177 6.922380 2.144938 0.7153 -0.7165 1.0408 0.841
C -2.937919 5.730520 2.893846 -0.4735 -0.2110 -0.7557 -0.654
C -3.877306 4.755077 2.581775 -0.0961 -0.8130 0.2453 -0.065
C -4.754983 4.902803 1.515013 0.3938 1.0517 -0.3254 -0.177
N -5.718135 3.921316 1.136696 -0.3514 -0.3012 0.6705 -0.128
C -5.908718 3.524378 -0.155085 -0.3058 -0.2588 -1.1270 0.181
O -6.993657 3.379204 -0.694559 0.6175 0.1063 0.7316 -0.648
N -4.769160 3.267590 -0.938268 -0.2114 0.1151 0.0692 -0.112
C -3.444752 3.003509 -0.621853 0.2164 0.4457 0.0413 0.043
C -3.031053 2.568576 0.659258 -0.4551 -0.3630 -0.4550 -0.083
C -1.723837 2.298667 0.913798 0.7066 0.9928 -2.2915 -1.235
C -0.810669 2.548701 -0.127793 -0.0606 -0.5203 1.1968 -0.464
N -1.177883 2.949699 -1.350486 0.4484 -0.0633 0.2053 0.135
C -2.477670 3.196813 -1.610510 -0.6901 -0.2113 0.5778 -0.165
C -4.701965 6.090729 0.806141 0.6404 0.2313 0.3609 -0.102
C -3.766869 7.074780 1.103081 -0.3766 -0.2144 0.3235 -0.991
H -2.012444 8.319109 3.545748 -0.1509 0.0533 -0.0184 0.336
H -1.831909 8.783229 1.848102 -0.1191 0.2621 -0.1028 0.370
H -0.856886 7.523607 2.528383 0.3124 -0.2674 -0.0243 0.338
H -2.209018 5.504107 3.657785 -0.0212 0.2666 0.2348 0.413
H -3.946401 3.813648 3.138393 0.2152 0.4274 0.0170 0.390
H -6.617520 4.037316 1.583605 -0.0610 -0.0960 0.0869 0.292
H -5.062922 3.194349 -1.901199 0.1987 -0.0842 -0.0253 0.227
H -3.736145 2.350484 1.429269 -0.6296 0.0438 0.1119 0.952
H -1.365898 1.920331 1.827765 0.2573 -0.3300 0.9602 0.705
H 0.246743 2.370459 0.053601 -0.2361 0.0422 -0.3062 0.369
H -2.801745 3.547607 -2.595756 0.4435 -0.1673 0.2838 0.341
H -5.398481 6.309509 0.041343 -0.7073 -0.0844 -0.7933 0.507
H -3.796975 8.001596 0.573199 0.0591 0.4206 -0.4013 0.406
C 0.813245 -2.713376 -4.150071 0.1714 -0.3345 -0.3395 -1.248
C 0.810689 -3.859485 -3.143625 0.3011 0.0344 -0.8758 0.000
C 2.133213 -3.998796 -2.434085 1.0616 -0.7253 0.3788 -0.643
C 2.500975 -2.899770 -1.419422 -0.7788 -0.3415 -0.0559 -0.561
N 1.713744 -2.987381 -0.167086 0.1902 0.6428 -0.0383 1.496
C 0.606440 -2.244316 0.161795 0.3705 0.0228 0.0791 -0.901
Se -0.177192 -0.845723 -0.798732 0.2196 -0.6523 0.1118 -0.316
N 0.272287 -2.574395 1.440739 -0.3410 -0.3835 0.1632 0.865
C -1.026969 -2.331380 2.085712 0.2924 0.6840 -0.6182 -1.162
C -2.007846 -3.472268 2.006525 -0.6648 -0.9693 -0.2889 -0.637
C -2.492264 -3.976501 0.603267 1.6448 0.7856 0.2944 -0.386
C -1.700728 -5.173069 0.102188 0.1735 -0.5310 -0.3224 -0.963
C 1.207892 -3.466870 1.971495 0.2151 0.4212 -0.8407 0.475
C 1.337201 -3.998064 3.239641 -1.1734 0.4717 -0.2195 -0.932
C 2.393486 -4.841238 3.460308 -0.0756 -0.2430 2.2509 -0.659
C 3.312073 -5.100468 2.475085 1.3157 -0.6839 -0.5336 -0.819
C 3.228743 -4.541114 1.209783 -0.3742 0.2923 0.3525 -0.775
C 2.151037 -3.698713 0.960854 -0.5656 -0.2017 0.0236 0.575
H -0.042288 -2.780344 -4.822815 -0.1746 0.2045 0.1824 0.394
H 1.688123 -2.806178 -4.797421 0.1137 0.0618 0.0089 0.357
H 0.850161 -1.741255 -3.664742 -0.1455 0.1036 0.0374 0.176
H 0.618985 -4.798847 -3.677596 -0.0098 0.1402 0.0934 0.389
H 0.013561 -3.730363 -2.446918 -0.7085 0.0906 0.6660 -0.051
H 2.947659 -4.010222 -3.190280 -0.3636 0.0360 0.3333 0.399
H 2.179129 -5.004039 -1.955271 0.0538 0.6580 -0.0262 0.301
H 2.337364 -1.920922 -1.868431 -0.1032 0.1238 0.1976 0.274
H 3.545712 -2.966996 -1.141001 0.1739 -0.0685 0.0701 -0.239
H -1.475353 -1.464192 1.591614 0.2801 -0.0379 -0.0290 0.191
H -0.856233 -2.047749 3.126842 0.1331 -0.1066 -0.0415 0.500
H -2.866665 -3.090813 2.529222 -0.5940 0.1945 0.3346 0.451
H -1.685204 -4.323230 2.620728 0.1381 0.0244 -0.2260 0.376
H -2.424898 -3.154824 -0.119186 0.1730 0.0151 0.0700 0.154
H -3.523993 -4.237001 0.602090 -0.9137 -0.2418 0.4366 0.446
H -0.617243 -5.006491 0.038445 -0.1695 0.2675 -0.0959 0.052
H -2.060914 -5.466641 -0.903288 0.2533 -0.0047 0.5122 0.320
H -1.797812 -6.032782 0.784307 -0.2054 0.2037 -0.2485 0.378
H 0.585197 -3.755471 3.990297 0.3354 -0.1858 -0.0078 0.403
H 2.506727 -5.211914 4.508404 0.0896 0.0345 -1.1906 0.344
H 4.176665 -5.757505 2.651675 -0.5346 0.3529 0.1442 0.406
H 4.031114 -4.744230 0.540740 0.2310 -0.0131 -0.7571 0.571
F 7.788147 -1.983189 -0.167714 -0.3522 0.1665 0.1035 -0.278
C 6.485473 -2.247678 0.059495 0.1930 0.2909 -0.3522 0.851
F 6.380854 -2.712479 1.306898 -0.1182 -0.0261 -0.0413 -0.280
F 6.175608 -3.263595 -0.792610 -0.1223 0.1003 0.3109 -0.242
C 5.576797 -1.060794 -0.208321 -0.5550 0.4353 -0.5430 0.008
C 5.707013 -0.369110 -1.433903 0.6144 -1.2501 0.6327 -0.729
C 4.762204 0.562194 -1.792731 -0.2198 -0.1839 -0.3028 -0.711
C 3.639479 0.792382 -0.993466 0.5129 0.4848 0.4687 0.766
C 3.540526 0.173400 0.257223 -0.3357 -0.0658 0.3443 -0.173
C 4.493794 -0.747121 0.630289 1.0445 -0.7409 -0.1493 -0.310
C 2.647054 1.698738 -1.455987 -2.1804 0.5790 -0.5706 3.176
C 1.629182 2.271775 -1.848319 1.6323 -0.4212 0.4474 -3.176
H 6.522243 -0.670849 -2.109085 -0.3994 0.4344 0.3240 0.389
H 4.829052 1.061152 -2.749999 0.0408 0.0532 0.0315 0.453
H 2.734705 0.331605 0.990734 0.1883 0.2433 -0.8428 0.323
H 4.384950 -1.264245 1.573914 0.0507 -0.0390 0.0465 0.495
```
Positions in Å, forces in eV/Å.

Results
Relative energy (zero: lowest compared OMol25 entry of this formula, charge and spin)   0.0000 eV
E_LUMO   -3.07 eV
HOMO-LUMO gap   6.54 eV
Total charge   +1